[1]
The following is a DFT calculation (the ωB97M-V functional and the def2-TZVPD basis) of an isolated ion of composition C26H27F2N2 and charge +1.

Output
**E**: -1315.96415 Eh
**LUMO**: -2.667 eV
**Frontier orbital gap**: 8.440 eV
**Highest occupied orbital energy**: -11.11 eV
**Total charge**: +1

Each line ends with the Löwdin charge.
Geometry (Å):
F -4.496 -5.222 0.569  0.076
C -4.045 -4.002 0.238  -0.271
C -4.062 -3.612 -1.089  0.013
C -3.584 -2.357 -1.420  -0.015
C -3.097 -1.501 -0.440  -0.199
C -3.098 -1.917 0.887  -0.035
C -3.566 -3.169 1.234  0.014
H -3.572 -3.503 2.259  0.123
H -2.726 -1.255 1.652  0.112
C -2.633 -0.110 -0.818  -0.239
N -1.436 0.270 -0.067  -0.129
C -0.330 -0.645 -0.260  -0.141
C 0.767 -0.314 0.745  -0.081
N 1.236 1.078 0.543  -0.104
H 1.601 1.135 -0.417  0.191
C 0.087 2.007 0.649  -0.083
C -0.992 1.618 -0.355  -0.144
H -1.837 2.301 -0.253  0.133
H -0.597 1.715 -1.385  0.142
H 0.429 3.027 0.469  0.143
H -0.313 1.935 1.662  0.148
C 2.363 1.442 1.464  -0.116
C 3.573 0.604 1.198  -0.089
C 4.506 0.965 0.312  -0.038
C 5.714 0.242 -0.036  -0.228
C 6.598 0.824 -0.951  -0.034
C 7.768 0.185 -1.310  -0.066
C 8.078 -1.051 -0.765  -0.063
C 7.211 -1.642 0.141  -0.066
C 6.040 -1.006 0.503  -0.028
H 5.380 -1.482 1.212  0.105
H 7.451 -2.604 0.568  0.110
H 8.993 -1.551 -1.042  0.110
H 8.441 0.650 -2.014  0.110
H 6.363 1.789 -1.377  0.112
H 4.384 1.907 -0.213  0.121
H 3.665 -0.307 1.767  0.105
H 2.007 1.311 2.487  0.142
H 2.587 2.499 1.300  0.138
H 1.612 -0.993 0.627  0.137
H 0.372 -0.394 1.758  0.151
H -0.677 -1.664 -0.086  0.134
H 0.077 -0.595 -1.289  0.144
C -3.783 0.832 -0.531  -0.199
C -4.648 1.196 -1.555  -0.015
C -5.736 2.013 -1.305  0.013
C -5.947 2.464 -0.015  -0.271
C -5.101 2.116 1.024  0.014
C -4.023 1.294 0.758  -0.036
H -3.358 1.011 1.558  0.111
H -5.298 2.482 2.019  0.123
F -6.993 3.265 0.237  0.077
H -6.415 2.300 -2.092  0.124
H -4.476 0.838 -2.559  0.119
H -2.423 -0.091 -1.902  0.154
H -3.595 -2.044 -2.453  0.119
H -4.444 -4.284 -1.841  0.124

---

[2]
The following is a DFT calculation (the ωB97M-V functional and the def2-TZVPD basis) of an isolated ion of composition C26H27F2N4O3S2 and charge +1 in a non-equilibrium geometry.

Output
**E**: -2447.57259 Eh
**LUMO**: -3.480 eV
**Frontier orbital gap**: 6.968 eV
**Highest occupied orbital energy**: -10.45 eV
**Total charge**: +1

Each line ends with the Löwdin charge.
Geometry (Å):
C -2.278 5.104 0.192  -0.049
C -0.858 5.154 0.727  -0.193
N -0.273 3.794 0.787  -0.064
C 1.155 3.701 0.599  -0.263
C 2.004 4.608 1.217  -0.019
C 3.373 4.474 1.059  -0.039
C 3.893 3.443 0.293  -0.050
C 3.041 2.538 -0.318  -0.050
C 1.670 2.660 -0.164  -0.023
H 1.011 1.950 -0.638  0.108
H 3.439 1.736 -0.918  0.117
H 4.960 3.347 0.171  0.115
H 4.033 5.179 1.538  0.118
H 1.608 5.403 1.826  0.121
H -0.747 3.196 0.102  0.129
S -0.685 3.059 2.520  0.802
O 0.214 3.759 3.361  -0.210
O -2.086 3.250 2.624  -0.230
C -0.242 1.377 2.197  -0.282
C -1.245 0.511 1.798  -0.028
C -0.898 -0.765 1.400  -0.001
C 0.447 -1.134 1.363  -0.110
C 1.428 -0.270 1.840  0.031
C 1.087 1.004 2.263  -0.036
H 1.824 1.693 2.641  0.130
H 2.456 -0.596 1.868  0.136
C 0.876 -2.493 0.924  -0.366
O 1.492 -3.221 1.666  0.117
N 0.535 -2.904 -0.359  0.003
C -0.005 -2.092 -1.309  -0.505
N -0.291 -0.844 -1.160  0.120
C -0.849 -0.312 -2.280  -0.235
C -1.333 0.983 -2.444  -0.185
C -1.884 1.400 -3.632  0.078
C -1.959 0.494 -4.688  -0.266
C -1.514 -0.810 -4.587  0.000
C -0.968 -1.199 -3.377  -0.435
S -0.359 -2.756 -2.919  1.169
H -1.599 -1.487 -5.421  0.130
F -2.494 0.912 -5.838  0.091
H -2.260 2.402 -3.753  0.135
F -1.268 1.860 -1.402  0.040
C 0.839 -4.281 -0.722  -0.133
H 1.552 -4.656 0.014  0.120
H 1.318 -4.284 -1.704  0.102
C -0.419 -5.201 -0.737  -0.199
N -0.677 -5.978 0.439  -0.280
C -1.036 -5.230 1.622  -0.089
H -1.776 -4.473 1.363  0.084
H -0.177 -4.746 2.107  0.073
H -1.485 -5.916 2.340  0.090
C 0.298 -7.009 0.718  -0.089
H 0.511 -7.561 -0.195  0.089
H -0.127 -7.696 1.447  0.090
H 1.239 -6.617 1.127  0.087
H -0.306 -5.901 -1.568  0.122
H -1.304 -4.590 -0.936  0.105
H -1.663 -1.465 1.105  0.133
H -2.270 0.845 1.809  0.124
H -0.228 5.774 0.083  0.143
H -0.846 5.567 1.739  0.128
H -2.918 4.526 0.853  0.071
H -2.675 6.114 0.130  0.095
H -2.300 4.670 -0.805  0.084

---

[3]
The following is a DFT calculation (the ωB97M-V functional and the def2-TZVPD basis) of C26H27MoN4O2 as an isolated structure in a non-equilibrium geometry.

Output
**E**: -1443.64530 Eh
**LUMO (spin up / spin down)**: -11.394 / -11.394 eV
**Frontier orbital gap (spin up / spin down)**: 6.453 / 6.454 eV
**Highest occupied orbital energy (spin up / spin down)**: -17.85 / -17.85 eV
**Total charge**: +3

Each line ends with the Löwdin charge.
Geometry (Å):
Mo 0.452 0.944 -0.181  1.847
O 0.707 0.230 -1.828  -0.281
C 1.493 -0.571 -2.607  -0.250
C 0.990 -1.282 -3.664  0.036
C 1.884 -2.072 -4.373  0.018
C 3.239 -2.127 -4.031  0.003
C 3.722 -1.362 -2.987  0.033
C 2.837 -0.571 -2.255  -0.127
C 3.306 0.335 -1.246  0.014
N 2.593 1.079 -0.448  -0.083
C 3.300 2.138 0.317  -0.139
C 2.394 3.328 0.194  -0.137
N 1.098 2.817 0.702  -0.083
C 0.418 3.564 1.520  0.014
C -0.715 3.168 2.302  -0.127
C -1.294 4.051 3.207  0.035
C -2.296 3.601 4.047  0.008
C -2.705 2.266 3.994  0.018
C -2.141 1.375 3.093  0.030
C -1.166 1.854 2.258  -0.259
O -0.581 1.053 1.333  -0.280
H -0.051 -1.198 -3.948  0.139
H 1.523 -2.645 -5.220  0.138
H 3.915 -2.752 -4.602  0.136
H 4.780 -1.364 -2.739  0.143
H 4.384 0.460 -1.178  0.162
H 4.286 2.331 -0.090  0.141
H 3.398 1.841 1.355  0.135
H 2.295 3.632 -0.843  0.141
H 2.752 4.170 0.776  0.142
H 0.786 4.575 1.673  0.163
H -0.949 5.078 3.256  0.143
H -2.752 4.278 4.755  0.136
H -3.474 1.914 4.670  0.137
H -2.441 0.334 3.065  0.119
N -2.237 2.189 -1.374  0.122
C -1.167 1.890 -1.029  -0.288
C -3.125 -1.239 0.935  0.022
N -3.006 -2.011 -0.350  -0.156
C -4.155 -1.694 -1.284  0.047
C -1.684 -1.780 -1.059  -0.084
C -0.470 -2.069 -0.202  -0.224
C -0.216 -3.403 0.108  -0.008
C 0.854 -3.790 0.910  -0.011
C 1.702 -2.830 1.437  -0.021
C 1.487 -1.487 1.136  -0.083
C 0.420 -1.125 0.327  -0.181
H -4.120 -1.396 1.337  0.121
H -2.980 -0.186 0.700  0.092
H -2.374 -1.591 1.635  0.106
H -3.060 -3.001 -0.125  0.180
H -4.110 -0.635 -1.525  0.112
H -5.086 -1.930 -0.780  0.118
H -4.054 -2.296 -2.185  0.117
H -1.742 -0.767 -1.429  0.099
H -1.699 -2.452 -1.914  0.145
H -0.866 -4.173 -0.308  0.137
H 1.021 -4.841 1.121  0.135
H 2.529 -3.113 2.079  0.133
H 2.147 -0.747 1.566  0.106

---

[4]
The following is a DFT calculation (the ωB97M-V functional and the def2-TZVPD basis) of C26H27N4OOsS as an isolated structure in a non-equilibrium geometry.

Output
**E**: -1789.14922 Eh
**LUMO (spin up / spin down)**: -10.998 / -10.997 eV
**Frontier orbital gap (spin up / spin down)**: 5.369 / 5.371 eV
**Highest occupied orbital energy (spin up / spin down)**: -16.37 / -16.37 eV
**Total charge**: +3

Each line ends with the Löwdin charge.
Geometry (Å):
Os 1.131 -0.976 -1.209  1.324
N 2.028 -1.483 -3.151  -0.075
C 0.959 -2.316 -3.781  -0.186
C 0.081 -2.950 -2.699  -0.201
C 0.635 -4.185 -1.995  -0.165
C 1.927 -3.965 -1.239  -0.199
N 1.722 -2.841 -0.283  -0.085
H 2.231 -0.687 -3.751  0.114
H 2.916 -1.974 -3.072  0.105
H 1.375 -3.053 -4.468  0.142
H 0.352 -1.631 -4.371  0.125
H -0.872 -3.219 -3.159  0.144
H -0.271 -2.152 -1.952  0.061
H 0.780 -4.969 -2.741  0.142
H -0.118 -4.572 -1.304  0.132
H 2.758 -3.715 -1.898  0.113
H 2.222 -4.864 -0.696  0.139
H 2.534 -2.769 0.324  0.099
H 0.967 -3.092 0.354  0.106
C 4.749 0.822 0.322  0.009
C 3.722 -0.076 0.048  -0.066
N 2.668 0.252 -0.700  -0.071
C 2.602 1.520 -1.193  -0.133
C 3.589 2.482 -0.966  -0.110
C 4.690 2.102 -0.180  0.064
C 3.415 3.787 -1.538  0.029
C 2.320 4.090 -2.269  0.029
C 1.290 3.116 -2.501  -0.110
C 0.112 3.359 -3.234  0.053
C -0.810 2.354 -3.374  0.004
C -0.570 1.102 -2.800  -0.076
N 0.536 0.834 -2.121  -0.062
C 1.448 1.836 -1.966  -0.141
H 5.580 0.496 0.931  0.134
H 3.760 -1.082 0.437  0.111
H 5.481 2.812 0.028  0.146
H 4.184 4.529 -1.368  0.139
H 2.200 5.079 -2.691  0.139
H -0.062 4.333 -3.673  0.144
H -1.727 2.510 -3.924  0.131
H -1.292 0.299 -2.890  0.127
C -6.375 1.882 6.861  -0.030
C -5.200 1.833 5.950  -0.556
O -4.404 2.649 5.674  0.123
S -5.039 0.014 5.264  1.171
C -3.861 -0.011 4.060  -0.474
C -3.185 1.123 3.503  -0.019
C -2.273 0.944 2.521  0.038
C -1.953 -0.371 2.025  -0.202
C -2.637 -1.505 2.594  0.024
C -3.560 -1.329 3.562  -0.067
C -1.025 -0.534 1.058  -0.011
C -0.150 -0.738 0.168  -0.146
H -6.650 2.922 7.017  0.113
H -6.076 1.439 7.815  0.117
H -7.207 1.308 6.456  0.093
H -3.405 2.112 3.869  0.108
H -1.763 1.798 2.096  0.138
H -2.402 -2.498 2.236  0.135
H -4.077 -2.179 3.989  0.123

---

[5]
The following is a DFT calculation (the ωB97M-V functional and the def2-TZVPD basis) of C26H27N4S3SbSc as an isolated structure in a non-equilibrium geometry.

Output
**E**: -3421.44532 Eh
**LUMO**: -2.891 eV
**Frontier orbital gap**: 6.959 eV
**Highest occupied orbital energy**: -9.85 eV
**Total charge**: +1

Each line ends with the Löwdin charge.
Geometry (Å):
Sc -0.249 -0.418 -0.616  0.559
N -3.332 -1.628 -1.200  0.127
C -3.346 -0.226 -1.166  -0.244
C -4.565 0.391 -0.877  -0.002
C -4.632 1.726 -0.580  -0.005
C -3.448 2.479 -0.730  -0.026
C -2.334 1.837 -1.158  -0.208
N -2.197 0.503 -1.280  0.011
C -2.538 -2.462 -1.951  -0.305
C -3.086 -3.541 -2.599  0.021
C -2.262 -4.335 -3.428  -0.018
C -0.927 -4.014 -3.532  -0.039
C -0.487 -2.915 -2.813  -0.111
N -1.226 -2.154 -2.007  0.066
H -4.253 -2.027 -1.033  0.151
H -5.487 -0.205 -0.799  0.131
H -5.541 2.158 -0.236  0.116
H -3.452 3.530 -0.590  0.112
H -1.475 2.441 -1.396  0.075
H -4.117 -3.840 -2.550  0.120
H -2.703 -5.195 -3.905  0.119
H -0.225 -4.584 -4.124  0.118
H 0.610 -2.764 -2.869  0.103
S -0.021 -1.601 1.414  0.618
C 1.514 -0.684 1.212  -0.706
C 2.694 -1.371 1.376  -0.151
C 3.911 -0.729 1.377  -0.049
C 3.978 0.644 1.034  -0.059
C 2.816 1.296 0.781  -0.154
C 1.568 0.698 0.868  -0.700
S 0.157 1.707 0.493  0.658
H 2.646 -2.440 1.611  0.118
H 4.810 -1.262 1.584  0.101
H 4.914 1.206 0.949  0.119
H 2.880 2.360 0.467  0.122
C -1.705 3.474 6.537  -0.356
Sb -1.729 2.201 4.787  1.201
C 0.305 2.561 4.397  -0.399
C -2.410 3.710 3.427  -0.379
H -1.674 4.514 6.332  -0.015
H -0.797 3.279 7.089  -0.007
H -2.578 3.225 7.150  -0.006
H 0.508 3.634 4.549  0.015
H 0.564 2.248 3.381  -0.047
H 0.936 1.994 5.145  0.023
H -2.503 4.676 3.899  -0.010
H -3.441 3.448 3.044  -0.001
H -1.735 3.741 2.566  -0.021
S 3.238 1.175 -3.274  1.159
C 1.733 1.039 -2.477  -0.423
N 1.454 -0.117 -1.930  -0.058
C 2.515 -0.982 -2.066  -0.320
C 2.532 -2.296 -1.659  -0.067
C 3.633 -3.028 -1.974  -0.038
C 4.709 -2.494 -2.720  -0.074
C 4.719 -1.226 -3.160  -0.054
C 3.554 -0.450 -2.834  -0.432
H 1.110 1.900 -2.410  0.072
H 1.728 -2.662 -1.097  0.087
H 3.662 -4.092 -1.741  0.123
H 5.548 -3.168 -2.917  0.123
H 5.531 -0.884 -3.770  0.114

---

[6]
The following is a DFT calculation (the ωB97M-V functional and the def2-TZVPD basis) of C26H27N6O2ReSbSe4 as an isolated structure.

Output
**E**: -11409.99828 Eh
**LUMO**: -4.746 eV
**Frontier orbital gap**: 5.971 eV
**Highest occupied orbital energy**: -10.72 eV
**Total charge**: +1

Each line ends with the Löwdin charge.
Geometry (Å):
Re 0.050 0.036 -0.422  1.207
O -1.177 -0.792 0.832  -0.260
C -2.019 -1.823 0.843  -0.310
C -3.047 -1.851 1.787  0.014
C -3.949 -2.895 1.769  -0.032
C -3.840 -3.937 0.844  -0.053
C -2.806 -3.938 -0.061  -0.008
C -1.888 -2.874 -0.087  -0.150
C -0.704 -2.964 -0.876  -0.069
N 0.106 -1.970 -1.061  -0.213
N 1.414 -2.375 -1.415  -0.410
C 2.301 -1.946 -0.441  -0.507
O 1.884 -1.249 0.494  -0.060
C 3.699 -2.354 -0.583  -0.180
C 4.051 -3.516 -1.270  -0.063
C 5.386 -3.854 -1.401  -0.051
C 6.364 -3.031 -0.857  -0.048
C 6.014 -1.877 -0.167  -0.048
C 4.681 -1.539 -0.021  0.000
H -3.134 -1.044 2.500  0.125
H -4.757 -2.907 2.489  0.119
H -4.555 -4.747 0.854  0.114
H -2.689 -4.754 -0.763  0.127
H -0.387 -3.940 -1.234  0.157
H 3.286 -4.167 -1.675  0.099
H 5.666 -4.759 -1.921  0.115
H 7.407 -3.296 -0.966  0.115
H 6.783 -1.245 0.255  0.114
H 4.387 -0.648 0.517  0.121
C -3.817 2.083 -2.768  -0.076
C -3.968 1.019 -1.894  -0.079
C -2.869 0.460 -1.259  -0.143
C -1.563 0.943 -1.444  -0.378
C -1.448 2.014 -2.341  -0.232
C -2.542 2.571 -2.992  -0.079
H -4.671 2.514 -3.272  0.109
H -4.950 0.603 -1.709  0.111
H -3.066 -0.387 -0.620  0.078
H -0.474 2.437 -2.560  0.041
H -2.384 3.389 -3.682  0.113
C 1.253 1.619 1.863  -0.180
N 1.313 2.668 2.845  -0.079
C 1.309 3.962 2.161  -0.145
N 0.092 4.134 1.371  -0.077
C 0.008 3.099 0.382  -0.184
N 0.010 1.707 0.999  -0.212
C -1.175 1.699 1.963  -0.156
N -1.095 2.752 2.932  -0.079
C 0.134 2.595 3.709  -0.146
C -1.068 4.049 2.257  -0.143
H 1.247 0.639 2.345  0.129
H 2.115 1.682 1.195  0.108
H 2.179 4.025 1.504  0.135
H 1.372 4.760 2.902  0.135
H 0.868 3.155 -0.287  0.085
H -0.910 3.200 -0.193  0.117
H -1.171 0.737 2.467  0.114
H -2.076 1.790 1.352  0.135
H 0.119 1.629 4.218  0.135
H 0.190 3.386 4.456  0.134
H -1.014 4.842 3.003  0.135
H -1.981 4.174 1.673  0.137
Se -2.162 -2.177 -3.868  0.120
Sb -0.237 -0.884 -4.043  0.127
Se 1.592 0.922 -1.761  0.497
Se 1.848 -2.225 -3.269  0.653
Se 0.466 0.671 -5.598  0.075

---

[7]
The following is a DFT calculation (the ωB97M-V functional and the def2-TZVPD basis) of C26H27N8STb as an isolated structure in a non-equilibrium geometry.

Output
**E**: -2667.23654 Eh
**LUMO (spin up / spin down)**: -6.191 / -6.146 eV
**Frontier orbital gap (spin up / spin down)**: 7.047 / 7.102 eV
**Highest occupied orbital energy (spin up / spin down)**: -13.24 / -13.25 eV
**Total charge**: +2
**2S+1**: 7

Each line ends with the Löwdin charge.
Geometry (Å):
Tb -0.523 -0.126 0.648  1.463
C -0.509 1.668 -2.301  -0.147
N 0.136 0.431 -1.849  -0.228
C 1.660 0.536 -1.851  -0.082
C 2.253 -0.708 -1.186  -0.259
C 3.287 -1.436 -1.783  0.017
C 3.822 -2.546 -1.118  -0.016
C 3.287 -2.907 0.100  -0.036
C 2.251 -2.167 0.627  -0.093
N 1.709 -1.110 -0.027  -0.013
C -0.293 -0.675 -2.782  -0.103
C -0.700 -1.983 -2.157  -0.226
C -0.888 -3.073 -3.059  -0.007
C -1.323 -4.286 -2.593  -0.025
C -1.809 -4.357 -1.261  -0.010
C -1.660 -3.222 -0.443  -0.110
N -1.063 -2.043 -0.836  -0.035
C -1.958 1.738 -1.809  -0.242
C -3.001 2.312 -2.626  0.008
C -4.284 2.453 -2.098  0.000
C -4.502 2.063 -0.715  -0.001
C -3.430 1.517 -0.043  -0.133
N -2.191 1.321 -0.543  -0.031
H -0.439 1.796 -3.430  0.160
H 0.036 2.501 -1.831  0.111
H 1.849 1.440 -1.239  0.124
H 2.068 0.698 -2.881  0.148
H 3.640 -1.211 -2.791  0.129
H 4.632 -3.164 -1.523  0.134
H 3.677 -3.773 0.671  0.137
H 1.809 -2.430 1.582  0.117
H 0.478 -0.884 -3.533  0.139
H -1.177 -0.298 -3.315  0.140
H -0.680 -2.930 -4.111  0.127
H -1.351 -5.163 -3.239  0.128
H -2.460 -5.206 -0.966  0.132
H -2.094 -3.157 0.533  0.040
H -2.753 2.567 -3.686  0.135
H -5.091 2.956 -2.661  0.130
H -5.450 2.250 -0.191  0.128
H -3.589 1.050 0.927  0.079
C 2.189 0.885 4.289  -0.001
C 1.320 0.973 3.054  -0.244
N 0.335 0.117 2.775  -0.163
N 0.005 -0.822 3.701  -0.022
C -1.154 -1.449 3.562  -0.838
N -1.472 -2.323 4.521  0.098
S -2.348 -1.184 2.301  0.574
C 1.345 2.119 2.212  -0.226
C 2.345 3.069 2.282  0.019
C 2.220 4.272 1.560  0.012
C 1.045 4.478 0.799  -0.021
C 0.185 3.403 0.620  -0.131
N 0.347 2.206 1.232  0.009
H 3.135 0.450 4.003  0.092
H 1.718 0.088 4.954  0.100
H 2.371 1.763 4.876  0.086
H -0.825 -2.536 5.285  0.132
H -2.373 -2.827 4.472  0.119
H 3.203 2.878 2.897  0.120
H 2.942 5.061 1.666  0.120
H 0.826 5.432 0.295  0.128
H -0.735 3.503 0.035  0.111